Below is a cluster of 9 separate species, C32H48ClO20 in total, with properties calculated with wB97M-V/def2-TZVPD.

Last columns: bonded neighbours and bond lengths (Å).
Atoms and positions in Å:
1 Cl 0.192 -0.441 -0.460  O2 1.483, O3 1.403, O4 1.397, O5 1.409
2 O 0.919 -1.614 0.082  Cl1 1.483
3 O 1.181 0.536 -0.650  Cl1 1.403
4 O -0.440 -0.665 -1.685  Cl1 1.397
5 O -0.696 0.071 0.508  Cl1 1.409
6 O 2.428 1.053 3.957  C7 1.208
7 C 2.240 -0.056 3.517  O6 1.208, O8 1.332, C11 1.481
8 O 2.859 -1.151 3.956  C7 1.332, C9 1.424
9 C 2.182 -2.277 3.407  O8 1.424, C10 1.575, H12 1.090, H13 1.090
10 C 0.806 -1.808 2.800  C9 1.575, C11 1.495, H14 1.090, H15 1.090
11 C 1.149 -0.371 2.567  C7 1.481, C10 1.495, H16 1.090, H17 1.090
12 H 2.018 -3.027 4.181  C9 1.090
13 H 2.830 -2.671 2.624  C9 1.090
14 H -0.011 -1.849 3.520  C10 1.090
15 H 0.539 -2.242 1.837  C10 1.090
16 H 0.327 0.299 2.816  C11 1.090
17 H 1.277 -0.215 1.496  C11 1.090
18 O 2.485 -7.053 -0.920  C19 1.225
19 C 1.937 -6.101 -0.378  O18 1.225, O20 1.376, C23 1.541
20 O 0.658 -6.205 0.118  C19 1.376, C21 1.385
21 C 0.143 -5.008 0.589  O20 1.385, C22 1.494, H24 1.090, H25 1.090
22 C 1.325 -4.123 0.819  C21 1.494, C23 1.504, H26 1.090, H27 1.090
23 C 2.426 -4.678 -0.041  C19 1.541, C22 1.504, H28 1.090, H29 1.090
24 H -0.311 -5.316 1.531  C21 1.090
25 H -0.591 -4.694 -0.153  C21 1.090
26 H 1.612 -4.146 1.870  C22 1.090
27 H 1.057 -3.089 0.604  C22 1.090
28 H 3.372 -4.707 0.499  C23 1.090
29 H 2.367 -4.083 -0.952  C23 1.090
30 O -2.951 0.685 5.013  C31 1.260
31 C -2.347 0.926 3.934  O30 1.260, O32 1.326, C35 1.508
32 O -2.524 2.168 3.506  C31 1.326, C33 1.471
33 C -1.676 2.485 2.347  O32 1.471, C34 1.552, H36 1.090, H37 1.090
34 C -0.539 1.447 2.540  C33 1.552, C35 1.490, H38 1.090, H39 1.090
35 C -1.211 0.281 3.181  C31 1.508, C34 1.490, H40 1.090, H41 1.090
36 H -1.360 3.513 2.528  C33 1.090
37 H -2.290 2.293 1.468  C33 1.090
38 H 0.158 1.965 3.198  C34 1.090
39 H 0.019 1.034 1.700  C34 1.090
40 H -0.578 -0.161 3.950  C35 1.090
41 H -1.540 -0.526 2.526  C35 1.090
42 O 4.130 2.134 -0.435  C43 1.216
43 C 3.123 2.221 0.242  O42 1.216, O44 1.264, C47 1.520
44 O 2.152 2.990 -0.010  C43 1.264, C45 1.432
45 C 1.083 2.827 0.929  O44 1.432, C46 1.506, H48 1.090, H49 1.090
46 C 1.780 2.316 2.163  C45 1.506, C47 1.523, H50 1.090, H51 1.090
47 C 2.903 1.486 1.555  C43 1.520, C46 1.523, H52 1.090, H53 1.090
48 H 0.412 2.115 0.447  C45 1.090
49 H 0.623 3.802 1.085  C45 1.090
50 H 1.101 1.926 2.922  C46 1.090
51 H 2.202 3.177 2.682  C46 1.090
52 H 2.571 0.456 1.423  C47 1.090
53 H 3.734 1.489 2.260  C47 1.090
54 O -1.068 4.090 -0.422  C55 1.216
55 C -1.444 3.103 -1.024  O54 1.216, O56 1.314, C59 1.546
56 O -0.851 2.582 -2.074  C55 1.314, C57 1.418
57 C -1.536 1.503 -2.687  O56 1.418, C58 1.563, H60 1.090, H61 1.090
58 C -2.725 1.249 -1.705  C57 1.563, C59 1.517, H62 1.090, H63 1.090
59 C -2.776 2.385 -0.701  C55 1.546, C58 1.517, H64 1.090, H65 1.090
60 H -0.943 0.596 -2.810  C57 1.090
61 H -1.963 1.887 -3.613  C57 1.090
62 H -2.531 0.437 -1.005  C58 1.090
63 H -3.685 1.090 -2.195  C58 1.090
64 H -2.983 2.117 0.335  C59 1.090
65 H -3.638 2.972 -1.018  C59 1.090
66 O -3.566 -1.734 -0.937  C67 1.242
67 C -3.901 -0.937 -0.046  O66 1.242, O68 1.330, C71 1.477
68 O -5.123 -0.418 0.043  C67 1.330, C69 1.419
69 C -5.310 0.285 1.261  O68 1.419, C70 1.490, H72 1.090, H73 1.090
70 C -4.006 0.136 1.965  C69 1.490, C71 1.501, H74 1.090, H75 1.090
71 C -2.998 -0.431 1.007  C67 1.477, C70 1.501, H76 1.090, H77 1.090
72 H -6.171 0.106 1.906  C69 1.090
73 H -5.325 1.356 1.055  C69 1.090
74 H -4.083 -0.478 2.863  C70 1.090
75 H -3.682 1.023 2.509  C70 1.090
76 H -2.399 -1.216 1.469  C71 1.090
77 H -2.216 0.214 0.605  C71 1.090
78 O 1.155 4.432 -5.428  C79 1.236
79 C 1.170 3.777 -4.380  O78 1.236, O80 1.353, C83 1.516
80 O 1.720 4.187 -3.213  C79 1.353, C81 1.427
81 C 1.793 3.183 -2.201  O80 1.427, C82 1.563, H84 1.090, H85 1.090
82 C 1.677 1.862 -3.029  C81 1.563, C83 1.543, H86 1.090, H87 1.090
83 C 0.691 2.365 -4.103  C79 1.516, C82 1.543, H88 1.090, H89 1.090
84 H 1.052 3.275 -1.407  C81 1.090
85 H 2.827 3.346 -1.896  C81 1.090
86 H 1.280 1.100 -2.358  C82 1.090
87 H 2.607 1.520 -3.482  C82 1.090
88 H -0.370 2.145 -3.988  C83 1.090
89 H 0.890 1.849 -5.042  C83 1.090
90 O -1.033 -3.416 -3.936  C91 1.231
91 C -0.068 -2.653 -3.898  O90 1.231, O92 1.331, C95 1.534
92 O 0.137 -1.639 -4.735  C91 1.331, C93 1.387
93 C 1.150 -0.798 -4.298  O92 1.387, C94 1.528, H96 1.090, H97 1.090
94 C 2.041 -1.701 -3.446  C93 1.528, C95 1.430, H98 1.090, H99 1.090
95 C 1.082 -2.602 -2.884  C91 1.534, C94 1.430, H100 1.090, H101 1.090
96 H 0.658 -0.024 -3.710  C93 1.090
97 H 1.612 -0.140 -5.035  C93 1.090
98 H 2.709 -1.173 -2.766  C94 1.090
99 H 2.715 -2.254 -4.101  C94 1.090
100 H 0.702 -2.366 -1.890  C95 1.090
101 H 1.473 -3.612 -2.763  C95 1.090

Computed properties:
HOMO	-7.39	eV
Kohn-Sham gap	9.558	eV
charge	-1
ΔE to the lowest compared entry with this formula, charge and spin	15.1572	eV
energy	-3212.505906	a.u.